(1)
ORCA calculation (wB97M-V/def2-TZVPD) on C4H6O2 in the gas phase.

Its HOMO energy is -0.3568 Eh. The energy relative to the best compared isomer or geometry (same formula, charge and spin) is 2.216 eV. The calculation puts the frontier orbital gap at 10.5745 eV. The total energy is -306.42488 Eh. As for the LUMO energy: 0.0318 hartree. Its multiplicity is 1. The SMILES is O=C1CCOC1.

Last column: Mulliken charge in e.
Geometry (Å):
O  0.503  1.711  1.311  -0.553
C  0.309  0.854  0.490  0.290
C  -0.935  0.568  -0.366  -0.456
C  -0.770  -0.896  0.006  -0.305
O  0.475  -1.299  -0.481  -0.387
C  1.295  -0.207  -0.081  -0.354
H  -0.740  0.876  -1.404  0.251
H  -1.877  0.975  -0.001  0.292
H  -0.523  -0.639  1.155  0.258
H  -1.533  -1.656  -0.202  0.387
H  1.689  0.293  -0.972  0.265
H  2.107  -0.581  0.546  0.312

Forces on the atoms, in the same order (eV/Å):
O 0.04 -0.46 -0.24
C 0.65 1.37 -0.92
C 0.03 0.26 0.24
C -0.13 0.08 1.66
O 0.30 0.13 -0.24
C 0.32 0.27 0.00
H -0.23 -0.46 0.14
H 0.25 0.24 0.15
H -1.58 -2.08 -1.22
H 0.18 0.40 0.24
H 0.32 -0.11 0.05
H -0.14 0.36 0.14

(2)
ORCA calculation (wB97M-V/def2-TZVPD) on a 13-piece molecular cluster, C5H39N3O12 overall.

Its HOMO energy is -0.3090 Eh. The energy relative to the best compared isomer or geometry (same formula, charge and spin) is 6.120 eV. The calculation puts the frontier orbital gap at 8.2522 eV. The total energy is -1280.87008 Eh. As for the LUMO energy: -0.0057 hartree. Its multiplicity is 1.

Last column: Mulliken charge in e.
Geometry (Å):
C  0.866  2.259  -1.620  -0.689
N  0.847  2.179  -0.127  -0.273
C  0.300  0.935  0.329  2.278
C  0.393  0.956  1.877  -0.700
C  1.732  0.865  2.582  -0.576
N  2.342  -0.434  2.259  -0.522
C  -1.141  0.785  -0.129  -0.792
N  -1.542  0.149  -1.430  -0.387
H  1.703  1.576  -1.810  0.080
H  1.243  3.252  -1.967  0.454
H  -0.038  1.912  -2.133  0.084
H  0.303  3.017  0.280  0.281
H  0.900  0.089  -0.134  -0.806
H  -0.106  1.858  2.335  0.171
H  -0.279  0.118  2.244  0.203
H  2.386  1.758  2.225  0.253
H  1.588  0.972  3.666  0.421
H  2.202  -0.678  1.281  0.230
H  3.270  -0.561  2.512  0.164
H  -1.657  1.832  -0.227  -0.518
H  -1.802  0.358  0.608  0.490
H  -2.472  -0.351  -1.396  0.327
H  -0.789  -0.548  -1.715  0.066
H  3.669  0.801  -0.935  0.338
H  2.962  1.649  0.094  0.258
O  3.660  1.541  -0.475  -0.669
H  1.692  -2.719  1.508  0.354
H  0.778  -3.047  0.388  0.479
O  1.020  -3.410  1.199  -0.764
H  3.469  -1.238  -1.676  0.307
H  2.387  -1.995  -1.035  0.233
O  2.711  -1.063  -1.050  -0.543
H  -2.276  2.715  -2.698  0.337
H  -1.063  3.502  -2.852  0.355
O  -1.966  3.627  -2.932  -0.633
H  1.454  -2.564  -4.430  0.273
H  0.947  -1.168  -4.153  0.318
O  1.020  -2.048  -3.675  -0.655
H  -3.654  -2.138  0.348  0.394
H  -4.834  -1.487  -0.336  0.313
O  -4.126  -2.173  -0.492  -0.671
H  1.658  -4.128  -1.016  0.278
H  1.414  -3.160  -2.323  0.329
O  1.869  -3.379  -1.511  -0.649
H  -1.340  -2.273  -0.126  0.194
H  -1.385  -3.452  -1.032  0.221
O  -0.982  -3.009  -0.240  -0.475
H  -0.342  -3.400  1.955  0.390
H  -1.631  -4.198  2.118  0.315
O  -1.222  -3.408  2.410  -0.793
H  -2.965  3.877  0.020  0.221
H  -1.475  4.315  0.792  0.362
O  -2.251  4.302  0.184  -0.630
H  -2.225  -2.211  2.084  0.450
H  -3.655  -2.395  2.200  0.327
O  -2.962  -1.749  1.883  -0.719
H  0.607  4.447  2.150  0.267
H  -0.944  4.688  2.208  0.295
O  -0.267  4.047  1.935  -0.643

Forces on the atoms, in the same order (eV/Å):
C 1.62 0.01 0.96
N -0.49 2.88 -0.71
C 0.20 -0.31 0.12
C -2.20 -0.63 1.32
C 1.27 0.54 -1.39
N -2.38 -0.06 -0.38
C -3.73 1.73 -0.55
N 1.39 -1.71 -0.58
H -0.36 -0.02 -0.82
H -0.63 -0.63 0.36
H 0.06 0.21 0.20
H 0.95 -2.17 -0.88
H -0.42 0.84 0.59
H 0.32 -0.71 -1.06
H 0.91 0.58 -0.24
H -0.85 -1.24 0.62
H 0.05 -0.12 -0.32
H 0.44 0.44 0.15
H 1.95 0.05 0.42
H 1.47 -1.32 0.39
H 0.26 -0.57 0.83
H 1.62 0.61 0.31
H -1.50 1.00 0.37
H -0.58 -5.34 -2.64
H -3.01 0.00 1.73
O 3.83 5.60 0.99
H -1.16 -1.42 0.08
H -1.22 0.80 -2.47
O 3.31 0.68 2.73
H -0.96 0.67 0.95
H -0.26 0.42 0.18
O 1.57 -0.57 -1.07
H 0.08 1.13 -0.31
H 2.98 0.05 0.25
O -3.15 -1.26 -0.03
H -0.85 0.65 1.58
H -0.10 -1.19 1.36
O 0.88 0.48 -3.23
H 0.52 0.14 0.34
H 1.04 -1.14 -0.48
O -1.55 1.16 -0.35
H -0.97 -1.98 0.61
H -0.72 -0.33 -0.15
O 1.53 1.47 -0.49
H -5.32 10.25 1.40
H 0.43 1.02 1.21
O 4.29 -11.10 -3.51
H -0.22 -0.02 0.33
H -0.60 -1.21 -0.45
O 0.98 0.49 1.14
H -6.65 -5.02 -0.54
H -1.82 -1.54 -1.09
O 8.22 6.42 0.96
H 4.76 -2.66 1.24
H 0.85 1.27 -0.24
O -6.29 1.98 -0.69
H -0.93 -0.30 -0.27
H 0.50 -0.01 0.61
O 0.60 0.99 0.61

(3)
ORCA calculation (wB97M-V/def2-TZVPD) on a 3-piece molecular cluster, C39H82Br2N8O11P2S3 overall.

Its HOMO energy is -0.2984 Eh. The calculation puts the frontier orbital gap at 8.1361 eV. The total energy is -9825.98144 Eh. As for the LUMO energy: 0.0006 hartree. Its multiplicity is 1. The SMILES is CC(C)CC[C@@H](CC(=O)Br)O[C@H](CCCSC(=S)N1CCOCC1)[C@](CCC(N)=O)(O[C@@H](CCO)CC(=O)Br)S(C)(=O)=O.CN(C)P(=O)(N(C)C)N(C)C.CN(C)P(=O)(N(C)C)N(C)C.

Last column: Mulliken charge in e.
Geometry (Å):
C  -3.784  1.878  5.085  -1.420
C  -2.345  1.940  5.641  0.543
C  -2.387  2.973  6.790  -1.699
C  -1.364  2.471  4.550  0.650
C  -0.462  1.319  4.064  -1.499
C  0.497  1.738  2.896  0.469
C  0.333  0.728  1.721  -0.650
C  1.618  -0.083  1.591  0.227
O  2.324  -0.125  0.632  -0.457
Br  2.184  -1.126  3.190  -0.195
O  0.158  3.056  2.571  0.265
C  1.069  3.715  1.698  0.762
C  2.400  3.997  2.434  -2.642
C  3.096  5.368  2.319  0.910
C  4.010  5.587  3.550  -1.525
S  3.243  6.494  4.898  -0.265
C  2.848  8.073  4.205  -0.092
S  3.735  8.692  2.974  -0.234
N  1.769  8.697  4.817  0.669
C  1.193  9.789  4.023  -0.432
C  -0.042  10.276  4.800  -0.631
O  0.248  10.614  6.143  -0.437
C  0.793  9.530  6.842  -0.708
C  2.117  9.142  6.171  -0.501
C  0.262  4.910  1.123  -0.104
C  -1.041  4.248  0.545  -1.264
C  -1.815  4.976  -0.584  -1.303
C  -2.104  6.455  -0.428  0.089
N  -3.472  6.765  -0.174  -0.570
O  -1.310  7.358  -0.530  -0.348
O  0.957  5.691  0.202  -0.637
C  1.425  5.056  -0.983  0.399
C  1.075  6.001  -2.154  -0.923
C  1.795  7.373  -2.042  -0.559
O  0.854  8.433  -2.189  -0.679
C  2.979  4.924  -1.053  -0.570
C  3.476  3.530  -0.748  -0.018
O  2.902  2.517  -1.067  -0.492
Br  5.221  3.296  0.166  -0.188
S  -0.230  6.057  2.510  1.560
C  -1.986  6.080  2.831  -1.472
O  0.415  5.733  3.756  -0.587
O  0.141  7.396  2.116  -0.647
H  -3.961  2.672  4.353  0.294
H  -4.522  2.038  5.873  0.426
H  -3.994  0.931  4.582  0.332
H  -2.069  0.947  5.999  0.430
H  -2.903  3.861  6.416  0.339
H  -1.386  3.216  7.141  0.442
H  -3.027  2.582  7.585  0.443
H  -0.751  3.266  4.970  0.085
H  -2.001  2.822  3.741  -0.395
H  -1.145  0.521  3.763  0.375
H  0.109  0.927  4.906  0.373
H  1.502  1.604  3.307  0.576
H  0.243  1.218  0.752  -0.128
H  -0.458  -0.005  1.868  0.630
H  1.269  3.055  0.844  0.831
H  2.238  3.798  3.496  0.735
H  3.125  3.236  2.127  0.501
H  2.459  6.224  2.122  0.137
H  3.809  5.312  1.495  -0.450
H  4.440  4.650  3.902  0.419
H  4.863  6.165  3.187  0.694
H  0.912  9.371  3.061  0.136
H  1.905  10.617  3.929  0.408
H  -0.497  11.136  4.315  0.356
H  -0.741  9.426  4.792  0.290
H  0.166  8.631  6.788  0.296
H  1.023  9.776  7.877  0.396
H  2.562  8.326  6.742  0.461
H  2.817  9.986  6.130  0.312
H  -0.684  3.315  0.102  0.269
H  -1.731  3.941  1.323  0.816
H  -2.787  4.477  -0.648  0.674
H  -1.335  4.732  -1.530  0.469
H  -4.043  6.409  -0.936  0.282
H  -3.547  7.777  -0.226  0.325
H  1.040  4.053  -1.180  0.246
H  1.390  5.494  -3.070  0.802
H  0.015  6.224  -2.221  0.199
H  2.493  7.447  -2.878  0.334
H  2.289  7.477  -1.076  0.284
H  0.716  8.776  -1.302  0.352
H  3.497  5.708  -0.508  0.492
H  3.250  5.073  -2.102  0.618
H  -2.528  6.794  2.218  0.400
H  -2.460  5.101  2.852  0.271
H  -2.054  6.456  3.854  0.603
O  -1.146  -5.342  -1.295  -0.792
P  0.311  -4.985  -1.141  0.753
N  0.189  -3.281  -1.395  0.145
C  1.191  -2.428  -1.995  -0.828
C  -0.418  -2.606  -0.256  -1.308
N  0.873  -5.847  -2.576  0.282
C  1.326  -5.155  -3.778  -1.186
C  -0.066  -6.877  -3.051  -1.318
N  1.932  -4.914  -0.441  0.153
C  3.179  -5.031  -1.168  -0.978
C  1.977  -5.907  0.663  -1.134
H  2.048  -2.231  -1.333  0.258
H  0.744  -1.457  -2.228  0.386
H  1.548  -2.809  -2.947  0.214
H  0.256  -2.613  0.617  0.358
H  -1.350  -3.096  0.030  0.340
H  -0.667  -1.570  -0.496  0.414
H  0.564  -4.470  -4.175  0.357
H  1.559  -5.887  -4.554  0.384
H  2.259  -4.612  -3.647  0.268
H  -0.899  -6.435  -3.611  0.333
H  -0.475  -7.462  -2.232  0.335
H  0.442  -7.574  -3.717  0.512
H  3.294  -5.991  -1.685  0.330
H  3.999  -4.940  -0.451  0.421
H  3.335  -4.212  -1.866  0.223
H  1.891  -6.934  0.283  0.379
H  1.152  -5.734  1.363  0.330
H  2.902  -5.827  1.234  0.348
O  -0.718  -9.392  -5.083  -0.670
P  -1.909  -10.208  -5.516  0.660
N  -2.094  -11.174  -4.100  0.145
C  -2.587  -12.531  -4.048  -0.922
C  -2.638  -10.404  -2.984  -0.893
N  -1.077  -11.075  -6.816  0.165
C  -0.745  -12.493  -6.722  -1.173
C  0.156  -10.414  -7.266  -1.075
N  -3.506  -10.581  -6.173  0.042
C  -3.822  -11.668  -7.076  -0.962
C  -4.027  -9.334  -6.791  -1.144
H  -3.675  -12.605  -4.198  0.325
H  -2.375  -12.952  -3.062  0.388
H  -2.080  -13.189  -4.748  0.237
H  -3.693  -10.136  -3.153  0.343
H  -2.071  -9.482  -2.841  0.061
H  -2.570  -10.967  -2.053  0.390
H  -0.138  -12.720  -5.835  0.341
H  -0.177  -12.795  -7.605  0.419
H  -1.612  -13.149  -6.737  0.264
H  0.990  -10.595  -6.578  0.340
H  0.024  -9.340  -7.370  0.341
H  0.445  -10.800  -8.247  0.352
H  -3.291  -11.608  -8.033  0.333
H  -4.893  -11.630  -7.290  0.428
H  -3.668  -12.645  -6.626  0.228
H  -3.436  -9.043  -7.669  0.380
H  -3.994  -8.510  -6.070  0.338
H  -5.067  -9.446  -7.099  0.361

Forces on the atoms, in the same order (eV/Å):
C 0.10 -0.28 -0.15
C -0.57 1.41 -0.17
C -0.33 -0.77 -0.31
C -0.08 -1.36 0.76
C -0.34 0.68 -0.21
C -1.34 -1.47 1.12
C 1.35 -0.25 0.09
C 0.77 0.01 -1.38
O -0.76 0.01 1.03
Br -0.36 0.22 -0.16
O 0.39 -0.02 -0.67
C 0.48 0.42 0.56
C -0.08 0.13 0.15
C 0.68 -0.78 0.20
C 0.34 1.01 -1.27
S -0.34 -0.36 0.83
C 0.50 -0.52 -0.58
S -0.31 0.01 -0.25
N 1.15 0.13 -0.51
C -0.31 0.44 1.06
C 0.19 -1.00 -0.39
O -0.42 0.55 0.23
C 1.43 -0.46 -0.46
C -1.01 -0.41 0.54
C -1.22 -1.11 0.04
C 0.33 0.33 -0.63
C -0.29 -0.55 0.29
C -0.49 0.80 -0.45
N 0.44 -0.01 -0.66
O 0.17 -0.52 0.37
O 0.20 -0.60 0.35
C 0.59 0.81 -1.27
C 0.33 -0.04 0.26
C -0.85 -0.21 -0.35
O 0.51 0.03 0.02
C 0.04 -0.23 0.31
C -0.74 -1.92 -0.35
O 0.82 1.81 0.55
Br -0.32 0.35 -0.37
S 1.32 2.42 1.37
C -0.50 -0.21 0.30
O -0.45 -1.62 -0.05
O -0.59 0.03 -1.06
H 0.10 0.04 0.06
H 0.00 -0.28 0.04
H -0.07 0.01 0.03
H 0.20 0.09 0.10
H 0.31 0.18 0.02
H -0.10 0.10 0.21
H 0.28 0.08 0.25
H -0.09 0.21 -0.28
H 0.40 0.33 -0.17
H 0.22 -0.11 -0.16
H 0.07 0.06 -0.03
H 0.18 0.65 -0.28
H -0.21 0.00 0.03
H -0.23 0.26 0.07
H 0.00 0.16 -0.09
H -0.33 0.16 -0.05
H -0.03 0.04 -0.05
H -0.10 -0.06 0.21
H -0.19 0.13 -0.12
H -0.34 -0.03 0.41
H -0.01 0.11 0.28
H 0.00 0.23 -0.07
H 0.03 -0.09 -0.22
H 0.02 0.08 0.11
H -0.21 0.21 0.01
H -0.26 0.18 0.13
H -0.47 0.41 0.01
H 0.10 -0.03 -0.17
H -0.05 0.01 0.02
H -0.20 -0.06 -0.01
H 0.19 0.12 0.18
H 0.05 -0.04 0.09
H 0.18 0.58 -0.07
H -0.21 -0.40 0.37
H 0.01 0.06 0.20
H -0.40 0.09 0.35
H -0.16 0.01 -0.04
H -0.02 -0.12 0.12
H 0.27 0.19 0.25
H 0.25 -0.06 -0.13
H -0.40 0.06 0.00
H -0.04 -0.15 0.22
H 0.12 -0.15 0.00
H 0.20 -0.23 -0.41
H 0.11 -0.02 -0.19
H 0.42 0.01 0.02
O 0.65 -0.83 3.80
P 1.50 2.27 -7.04
N -0.62 0.18 -0.17
C 0.61 -0.01 0.10
C -0.26 -0.39 0.31
N -0.17 -0.16 -0.14
C 0.43 0.25 0.01
C -0.17 -0.09 0.16
N -1.40 -1.33 3.34
C 0.15 -0.02 -0.78
C -0.27 0.12 0.14
H 0.02 -0.03 -0.04
H -0.14 -0.05 0.15
H 0.03 -0.15 0.13
H 0.00 0.19 0.05
H 0.06 -0.07 -0.03
H 0.12 -0.01 -0.15
H 0.03 -0.02 -0.05
H -0.19 -0.12 0.07
H -0.07 0.14 0.21
H -0.08 -0.08 0.05
H -0.02 0.08 0.03
H 0.18 0.13 0.01
H -0.10 0.06 -0.08
H -0.22 -0.02 0.22
H -0.24 -0.04 -0.14
H 0.12 -0.04 0.07
H 0.01 -0.03 -0.06
H 0.03 0.10 -0.09
O -2.77 2.73 -0.32
P 3.13 -6.85 -0.23
N 0.42 0.17 0.38
C -0.45 -0.23 -0.28
C 0.11 0.52 -0.13
N 0.29 0.01 -0.13
C -0.35 -0.32 -0.01
C 0.04 0.27 0.06
N -0.95 3.70 0.29
C 0.45 -0.60 -0.25
C 0.05 0.19 0.27
H 0.02 -0.01 -0.06
H 0.02 0.20 0.06
H -0.09 0.14 -0.11
H -0.03 -0.09 0.14
H -0.01 -0.02 -0.09
H 0.02 -0.13 -0.09
H 0.02 -0.04 -0.04
H 0.11 0.20 0.02
H -0.14 0.11 0.18
H 0.02 0.11 0.00
H -0.01 -0.01 0.08
H -0.18 -0.15 0.01
H 0.10 -0.04 0.08
H 0.01 0.28 0.15
H 0.27 0.04 0.06
H -0.12 0.00 -0.08
H 0.05 -0.04 -0.04
H 0.01 -0.13 0.05

(4)
ORCA calculation (wB97M-V/def2-TZVPD) on CH3MgO2Pt as an isolated structure.

Its HOMO energy (spin up / spin down) is -0.0817 / -0.1448 Eh. As for the charge: -1. The calculation puts the frontier orbital gap (spin up / spin down) at 5.5778 / 7.2058 eV. The total energy is -509.66727 Eh. As for the LUMO energy (spin up / spin down): 0.1233 / 0.1201 hartree. Its multiplicity is 3.

Last column: Mulliken charge in e.
Geometry (Å):
O  0.110  1.607  0.626  -0.917
C  -0.448  1.257  -0.591  0.145
O  -0.440  -0.138  -0.730  -0.580
H  0.104  1.724  -1.438  0.198
H  -1.508  1.593  -0.661  0.185
Mg  0.534  -0.214  1.190  0.188
Pt  -0.004  -1.732  -0.838  0.012
H  1.127  -0.594  2.655  -0.231

Forces on the atoms, in the same order (eV/Å):
O -0.23 -0.44 -0.74
C 0.03 1.97 1.05
O -3.68 11.96 -0.12
H -0.10 -0.45 0.11
H 0.22 -0.23 -0.04
Mg -0.11 0.59 -0.30
Pt 3.47 -13.07 -0.98
H 0.40 -0.32 1.02